#1
A structure of composition C7H12O2, computed with ωB97M-V/def2-TZVPD.

Multiplicity: 1
Total charge: 0
E_LUMO, eV: 0.23
E_HOMO, eV: -9.368

Atoms and positions in Å:
O 1.13341 -1.00183 0.68445
O 0.22436 1.77772 -0.85612
C -0.75469 -1.64595 2.51696
C -0.19502 0.06336 0.76564
C 1.49947 2.08619 -0.49592
C -0.30882 0.40663 -0.74736
C -0.23258 -1.34638 1.27074
C -1.29861 0.12736 -2.07678
C 0.19243 -0.33931 -1.96422
H 1.81385 3.17774 -0.85090
H 0.05070 1.02417 1.62073
H -2.18954 -0.96740 2.74605
H -2.03706 -0.68570 -1.72947
H 0.01195 -0.99227 3.38253
H 2.21366 1.56149 -1.03211
H 1.39298 0.12639 -2.42145
H -1.61192 0.98493 -2.87553
H -1.21535 -2.06660 0.51422
H 0.19420 -1.39063 -1.80594
H -0.77173 -3.11313 2.73270
H 1.88832 2.21321 0.62175

#2
The molecule C7H12O2, computed with ωB97M-V/def2-TZVPD.

Multiplicity: 1
Structure (SMILES): C=C[C@H](O)OCC(=C)C
Total charge: 0
E_LUMO, eV: 0.88
E_HOMO, eV: -9.483

Atoms and positions in Å:
O 0.71942 -1.27545 -0.09921
O 1.54604 0.67335 -1.31017
C 2.09106 0.77133 2.14842
C -2.05382 -0.51506 0.59884
C 1.33918 0.76929 1.06192
C -0.32212 -1.37306 -1.04476
C -1.34068 -0.31855 -0.69696
C -1.36822 0.84883 -1.38196
C 1.66688 -0.03216 -0.16492
H 0.42147 1.34603 1.00475
H 0.51038 0.98418 -1.44125
H 2.97844 0.16471 2.21607
H -0.74059 -2.37861 -0.93960
H -2.10505 1.59820 -1.12968
H -1.15816 0.84700 -2.44546
H 1.83556 1.35515 3.01786
H -2.54697 0.39432 0.93878
H 0.05940 -1.22267 -2.06406
H 2.65782 -0.49544 -0.09786
H -1.36689 -0.86235 1.37098
H -2.82318 -1.27903 0.45830

#3
A cluster of 2 separate species, C7H12O2 in total, computed with ωB97M-V/def2-TZVPD.

Multiplicity: 1
Total charge: 0
E_LUMO (spin up / spin down), eV: 0.80 / 0.80
E_HOMO (spin up / spin down), eV: -6.756 / -6.757

Atoms and positions in Å:
O 0.35497 -0.70123 1.33956
O -2.59526 -1.00796 0.94602
C -1.13238 0.88510 -0.01409
C 1.95125 0.28382 -0.20846
C -0.63871 2.15750 0.54539
C 0.63012 -0.42391 -0.05524
C -2.23609 -0.00485 0.11813
C -1.65821 0.21850 -1.10425
C 0.56651 -1.70846 -0.84983
H 0.69103 -1.51335 -1.91682
H -1.55729 0.02206 -2.15505
H 0.01866 2.67349 -0.15178
H -0.09378 1.94271 1.46525
H 2.12013 0.56162 -1.25005
H 1.36648 -2.40483 -0.54368
H 2.00557 1.18567 0.40249
H -1.81707 -1.18687 1.50860
H 1.10789 -1.18008 1.72603
H 2.79147 -0.36278 0.10533
H -1.49395 2.79181 0.79316
H -0.38135 -2.22794 -0.70069

#4
A cluster of 2 separate species, C7H12O2 in total, computed with ωB97M-V/def2-TZVPD.

Multiplicity: 1
Structure (SMILES): C#CC(C)(O)O.C=CC
Total charge: 0
E_LUMO, eV: 0.79
E_HOMO, eV: -9.492

Atoms and positions in Å:
O 2.32731 -0.41368 -1.21420
O 1.02285 1.08367 -0.05880
C 0.41070 -1.33622 0.00693
C -1.56863 0.58912 -0.43815
C 2.47021 -0.35330 1.17635
C -2.29647 0.95798 0.81811
C 0.20140 -2.52115 0.14735
C 1.61242 -0.11047 -0.05718
C -2.00719 0.82613 -1.67070
H 2.93021 -1.33762 1.13038
H -2.50579 0.06733 1.41456
H -1.67079 1.60800 1.43767
H -3.23646 1.47503 0.60598
H -0.08238 0.98471 -0.34112
H -2.89099 1.42357 -1.86094
H -0.78088 -0.42204 -0.29035
H 0.00057 -3.56109 0.19905
H 1.85482 -0.28022 2.06921
H 2.41893 0.39053 -1.74052
H -1.44952 0.51023 -2.54302
H 3.23969 0.41947 1.20939

Most favorable first, least favorable last: #2, #4, #3, #1

#1
A cluster of 6 separate species, C2H15NO5 in total, computed with ωB97M-V/def2-TZVPD.

Multiplicity: 1
Total charge: 0
E_LUMO, eV: -5.67
E_HOMO, eV: -9.663

Atoms and positions in Å:
O -0.73340 2.25290 0.63956
O 0.72454 2.11311 -1.43164
O -1.15624 -2.11594 0.87419
O -0.02980 0.08648 2.18339
O -2.52590 0.63617 -0.28125
N -0.21984 -0.88236 -1.05923
C 1.84798 -1.51466 0.20433
C 1.10097 -0.51123 -0.67115
H -0.75986 -1.45250 -0.31461
H 2.63200 -1.02379 0.77726
H 0.16699 2.25697 -0.60104
H -1.91191 -0.01074 -0.63632
H -1.92260 1.28399 0.14594
H 1.22402 -1.96693 0.96733
H -1.18785 3.08380 0.56417
H 1.00542 0.42004 -0.07463
H -0.29080 -1.30693 -1.98433
H -0.12942 0.93813 1.75219
H 0.93575 3.02654 -1.67408
H -2.08426 -2.37939 0.80169
H 1.65458 -0.18440 -1.55213
H -0.68836 -0.47363 1.76704
H 2.34797 -2.27563 -0.39667

#2
A cluster of 6 separate species, C2H15NO5 in total, computed with ωB97M-V/def2-TZVPD.

Multiplicity: 1
Structure (SMILES): C=NC.O.O.O.O.O
Total charge: 0
E_LUMO, eV: 0.64
E_HOMO, eV: -10.157

Atoms and positions in Å:
O -1.31476 1.25987 -0.84457
O 0.04037 -1.58083 -2.89736
O 1.16211 3.80607 0.65059
O -2.53205 -0.77928 -2.31123
O -0.60417 -2.97443 -0.29168
N 0.97362 0.60643 1.51497
C 0.25413 -0.38848 2.27520
C 2.19939 0.79614 1.69452
H 0.31339 -1.32410 1.71187
H 1.87022 3.44899 0.11470
H -0.80478 -1.15206 -2.69776
H 2.67523 1.64044 1.21683
H -0.93387 1.88898 -0.22303
H -0.18658 -3.83255 -0.37896
H -0.78823 -2.65069 -1.18063
H -2.46813 0.17031 -2.11633
H 2.74011 0.44229 2.58569
H 0.70200 -0.58946 3.25699
H -0.93391 0.40770 -0.60379
H -0.80388 -0.14435 2.33170
H -3.11635 -1.05980 -1.59718
H 0.59634 -1.14456 -3.53830
H 0.95980 3.15340 1.32775

Most favorable first, least favorable last: #2, #1

#1
A structure of composition C20H50O6P2SeSi2V, computed with ωB97M-V/def2-TZVPD.

Multiplicity: 2
Total charge: +2
E_LUMO (spin up / spin down), eV: -6.43 / -6.16
E_HOMO (spin up / spin down), eV: -13.918 / -14.563

Atoms and positions in Å:
Se 0.32200 -0.22753 2.29614
V 0.21211 -0.42340 0.18446
P -0.34175 -2.35241 -1.31662
P 2.34281 -0.88388 -1.40265
Si 0.05328 -0.04051 4.90730
Si -1.77095 2.44916 0.76751
O 0.47934 -3.24532 -0.33957
O -1.20557 -3.30306 -2.18226
O 1.95104 0.04462 -0.28626
O -1.17346 -1.32310 -0.57573
O 3.17395 -2.04341 -0.78109
O 3.11589 -0.19922 -2.56358
C -0.71064 -1.72735 5.15689
C -1.08289 1.41997 5.11506
C 5.48269 -2.69394 -1.03899
C 3.57057 2.18771 -2.45142
C -3.60902 -3.13845 -2.48704
C 0.24426 -4.17350 1.90094
C -2.03027 -3.38617 -4.45247
C -2.60159 3.67291 -0.39432
C -0.55361 1.44130 -0.31127
C 1.87969 0.17149 5.22632
C -2.26650 -2.78219 -3.08642
C 0.24088 -5.65233 -0.14562
C 4.18704 0.80845 -2.34953
C -3.04541 1.26207 1.51042
C 3.61261 -4.34102 -1.42102
C -0.72380 3.39885 2.02066
C 4.08027 -2.90866 -1.56629
C -0.17992 -4.33188 0.45819
C 5.24622 0.54910 -3.39676
C 0.92791 -1.55875 -2.34060
H -3.76573 0.96960 0.74248
H -1.86449 4.31377 -0.88177
H -2.16948 -1.69175 -3.13542
H 4.24312 -4.98763 -2.02998
H -1.05696 1.19036 -1.25663
H -2.11459 -4.47164 -4.40503
H -1.96747 1.31194 4.48583
H -0.17379 -3.26740 2.33216
H -1.66582 -1.78626 4.63286
H -0.05284 -2.50636 4.77022
H 6.18274 -3.29786 -1.61498
H 3.69584 -4.65904 -0.38127
H -3.28637 4.32343 0.15408
H 2.22810 1.10386 4.77942
H 3.14023 2.33546 -3.44216
H -3.17965 3.17232 -1.17320
H 5.77885 -1.64756 -1.11744
H -0.03792 -5.70760 -1.19812
H 2.11788 0.19500 6.29144
H -0.89451 -1.93435 6.21365
H 2.79567 2.32626 -1.69687
H -1.40941 1.49854 6.15534
H 1.31805 -5.78677 -0.05024
H 4.34274 2.93920 -2.29260
H -1.34342 3.86516 2.78824
H 2.57845 -4.45963 -1.74596
H 0.32174 2.05628 -0.53779
H -2.77906 -3.00650 -5.14597
H -0.10888 -5.03208 2.47112
H -0.58506 2.35140 4.84930
H 5.54233 -2.99388 0.00723
H 2.42995 -0.65095 4.76786
H -0.26050 -6.46152 0.38336
H 4.59136 0.65258 -1.34539
H 1.33230 -4.13008 1.96528
H -1.26006 -4.20062 0.35914
H -0.18737 4.19890 1.50620
H -3.71567 -2.70888 -1.49039
H 6.06770 1.25050 -3.25904
H 1.32134 -2.28516 -3.05639
H -2.57640 0.35539 1.89172
H -1.04305 -3.12921 -4.83830
H 5.63951 -0.46463 -3.32016
H -4.40129 -2.74149 -3.11987
H 0.47950 -0.73290 -2.90159
H -3.61533 1.72366 2.31930
H 0.01429 2.75769 2.49997
H -3.71739 -4.22099 -2.42119
H 4.02472 -2.59640 -2.61251
H 4.83094 0.68988 -4.39466

#2
A structure of composition C20H50O6P2SeSi2V, computed with ωB97M-V/def2-TZVPD.

Multiplicity: 2
Total charge: +2
E_LUMO (spin up / spin down), eV: -6.25 / -6.12
E_HOMO (spin up / spin down), eV: -13.593 / -14.251

Atoms and positions in Å:
Se 0.18824 1.39401 2.44072
V 0.20463 0.77284 0.36374
P -1.38563 -0.75548 -0.93789
P 1.69338 -0.79841 -0.94526
Si 0.14628 4.32293 0.09398
Si 0.13761 1.42956 5.06605
O 2.96283 -0.88770 -1.81502
O -2.55224 -0.82590 -1.95547
O 1.88709 0.40931 -0.05001
O -1.49284 0.41572 0.01565
O -1.38483 -2.03017 -0.06519
O 1.47415 -2.10202 -0.10509
C -4.40211 0.73592 -2.08204
C 2.25865 -2.38324 1.13227
C -0.90008 2.96222 5.29018
C 2.97427 -3.12557 -2.87532
C 0.13342 2.57488 -0.69010
C -3.33135 -3.49863 -0.36945
C -1.42379 4.51714 1.12173
C 0.14835 5.47161 -1.40181
C 0.16596 -0.67858 -1.93203
C 2.75803 -1.00976 -4.24858
C 3.10024 -3.61576 0.88116
C -0.70498 -0.22243 5.32180
C -3.11575 0.01385 -4.14660
C -3.06041 0.37024 -2.67781
C 1.97955 1.54247 5.34701
C -1.20693 -3.89158 -1.68604
C 3.34177 -1.66262 -3.00911
C 1.26688 -2.58302 2.25927
C 1.73349 4.49831 1.09686
C -1.81836 -3.41217 -0.38431
H 1.71016 3.88332 1.99481
H 0.13902 6.51337 -1.07486
H 2.37229 2.45380 4.89420
H -2.35391 1.19170 -2.51406
H -4.79759 1.61359 -2.59090
H 2.88590 0.07182 -4.20371
H 0.18660 0.26539 -2.48892
H 0.66186 -1.69179 2.41762
H 3.48078 -3.58805 -2.03018
H -4.30010 0.96382 -1.02081
H 1.89221 5.53579 1.39713
H -1.40484 -3.97649 0.44999
H 0.99737 2.47872 -1.35884
H -2.12902 -0.25238 -4.52825
H -1.54046 5.55196 1.44962
H 2.21833 1.56580 6.41285
H -3.48301 0.86599 -4.71619
H -0.40336 3.83067 4.85590
H -1.40391 3.87954 2.00498
H -1.63433 -0.25234 4.75252
H -3.73156 -3.04462 0.53648
H -1.45780 -4.94101 -1.83067
H -1.87068 2.84155 4.80814
H 2.90264 -1.52406 1.33024
H -0.72487 5.31841 -2.03827
H 1.89563 -3.25864 -2.75716
H 1.69929 -1.24656 -4.37424
H 1.03869 5.32684 -2.01615
H 3.28794 -1.37642 -5.12603
H -1.07173 3.16467 6.35006
H 4.42450 -1.55562 -3.02008
H 3.87319 -3.42313 0.13853
H -2.31121 4.25822 0.53994
H 1.80758 -2.80180 3.17955
H -3.75839 -2.99739 -1.23631
H -3.62778 -4.54626 -0.39421
H -0.94798 -0.39191 6.37353
H -0.11901 -3.80707 -1.65811
H 3.59049 -3.90521 1.80942
H 0.13496 -1.50012 -2.65183
H -1.60992 -3.32943 -2.53193
H -5.10393 -0.08922 -2.20216
H 2.49304 0.68963 4.90339
H 2.59744 4.19226 0.50270
H 2.47159 -4.44030 0.54426
H 3.28349 -3.64533 -3.78083
H -0.06623 -1.04117 4.99052
H -3.79234 -0.82668 -4.30039
H 0.61070 -3.42402 2.03024
H -0.78727 2.47218 -1.27481

Most favorable first, least favorable last: #1, #2

#1
The molecule CH4NOP, computed with ωB97M-V/def2-TZVPD.

Multiplicity: 1
Structure (SMILES): CNP=O
Total charge: 0
E_LUMO, eV: 0.20
E_HOMO, eV: -9.930

Atoms and positions in Å:
P -0.31891 1.55314 0.70701
O -1.67383 2.26570 0.47693
N -0.36662 0.13910 -0.16798
C 0.68350 -0.81993 -0.07305
H 0.45346 -1.80109 0.03965
H -1.17595 -0.00797 -0.89580
H 1.22785 -0.51518 0.89915
H 1.17049 -0.81376 -0.98590

#2
A cluster of 2 separate species, CH4NOP in total, computed with ωB97M-V/def2-TZVPD.

Multiplicity: 1
Total charge: 0
E_LUMO (spin up / spin down), eV: -1.08 / -0.92
E_HOMO (spin up / spin down), eV: -7.472 / -9.042

Atoms and positions in Å:
P -1.68431 2.07291 0.23076
O -0.23532 -0.09831 -0.43352
N -2.82340 1.91974 1.19488
C 0.93791 -0.47451 0.21874
H -3.39926 1.18698 1.69191
H 0.94069 -0.19321 1.38524
H 1.94485 -0.19005 -0.25049
H 0.79882 -1.55424 0.27543

Most favorable first, least favorable last: #1, #2